Molecular formula: C20H21I2N8O2Y
Method: DFT, ωB97M-V/def2-TZVPD

The LUMO energy comes out at -0.04194 Ha. Its spin multiplicity is 1. For the frontier orbital gap, the calculation gives 4.83 eV.

The geometry in XYZ format:
```
54
Properties=species:S:1:pos:R:3:mulliken_charge:R:1
Y -1.092 0.623 -0.151 0.25
C 2.646 4.697 0.461 -0.52
C 1.690 4.129 1.286 -0.79
C 1.397 2.777 1.192 -0.05
C 2.037 2.023 0.227 1.26
C 3.003 2.564 -0.606 -0.55
C 3.308 3.908 -0.474 -0.62
N 1.713 0.588 0.082 1.37
N 2.361 -0.037 -0.994 -1.23
C 1.500 -0.453 -1.922 0.18
C 2.098 -0.923 -3.146 -0.82
C 1.333 -1.425 -4.138 -0.29
C -0.082 -1.504 -3.986 -0.86
C -0.604 -1.025 -2.836 -0.23
N 0.129 -0.477 -1.808 0.68
H 2.873 5.753 0.543 0.38
H 1.140 4.728 1.999 0.37
H 0.658 2.343 1.850 -0.04
H 3.486 1.945 -1.345 0.48
H 4.058 4.344 -1.122 0.38
H 3.174 -0.850 -3.225 0.49
H 1.801 -1.764 -5.054 0.40
H -0.718 -1.926 -4.749 0.44
H -1.675 -1.071 -2.674 0.30
I -2.543 1.606 2.129 -0.42
C -1.239 4.375 -0.006 -0.86
I -0.537 3.193 -1.710 -0.10
H -0.692 5.297 -0.275 0.22
H -2.271 4.547 -0.361 0.24
N -1.679 -1.783 1.727 -0.03
N -3.042 -2.081 1.681 -0.50
C -3.810 -1.408 0.823 0.51
N -5.127 -1.435 0.949 -0.36
N -3.118 -0.788 -0.159 -0.37
N -3.748 0.127 -0.937 1.47
O -4.931 0.290 -1.064 -0.74
O -2.892 0.827 -1.529 -0.60
H -1.130 -2.633 1.678 0.22
H -1.466 -1.239 2.558 0.31
H -3.484 -2.494 2.488 0.20
H -5.533 -1.738 1.818 0.20
H -5.675 -0.866 0.322 0.21
C 0.989 0.001 0.994 -0.74
C 1.158 -1.463 1.206 0.30
C 1.229 -2.549 0.327 0.47
C 1.455 -3.833 0.815 -1.01
C 1.639 -4.059 2.175 -0.42
C 1.571 -2.989 3.057 -0.73
C 1.306 -1.714 2.576 -0.57
H 1.072 -2.421 -0.731 0.44
H 1.500 -4.660 0.117 0.43
H 1.836 -5.058 2.542 0.41
H 1.707 -3.145 4.120 0.39
H 1.223 -0.875 3.259 0.46
```

***

Molecular formula: C20H21N3O3
Method: DFT, ωB97M-V/def2-TZVPD

The LUMO energy comes out at 0.00306 Ha. Its spin multiplicity is 1. Its structure (SMILES) is O=c1c2coc3c2c(nn1CCN1CCOCC1)-c1ccccc1CC3. For the frontier orbital gap, the calculation gives 7.74 eV. The value obtained for the relative energy (zero: lowest compared OMol25 entry of this formula, charge and spin) is 170.5 kcal/mol.

The geometry in XYZ format:
```
47
Properties=species:S:1:pos:R:3:mulliken_charge:R:1
O 1.434 0.926 -2.952 -0.70
N 0.918 -0.764 0.112 -0.83
O 2.985 3.228 0.200 -0.38
O -4.106 0.005 -3.510 -0.43
C 1.397 0.613 -1.765 0.23
C 1.222 0.127 1.011 0.80
C 2.336 2.878 -0.967 -0.88
C 1.903 1.606 -0.787 -0.20
C 1.944 1.338 0.529 1.53
C 2.632 2.358 1.137 -0.20
C -0.628 -0.834 4.056 -0.28
C 0.080 -0.275 5.151 -0.96
C -0.249 -0.800 2.734 -0.90
C 1.244 0.509 4.799 -0.70
C 0.970 -0.125 2.475 0.61
C 1.695 0.577 3.485 0.83
N 0.958 -0.610 -1.242 0.62
N -1.916 -1.425 -2.396 0.21
C -3.888 0.081 -2.078 -0.60
C -3.642 -1.282 -4.021 -0.93
C 2.995 2.555 2.536 -0.50
C 2.993 1.242 3.313 -1.22
C -2.335 -0.292 -1.682 -0.29
C -2.133 -1.475 -3.880 -0.58
C 0.622 -1.631 -2.219 -0.73
C -0.805 -2.245 -1.867 -1.08
H 2.546 3.330 -1.920 0.44
H -1.510 -1.418 4.315 0.33
H -0.085 -0.571 6.151 0.42
H -0.859 -1.342 1.973 0.20
H 1.743 0.912 5.625 0.39
H -4.317 1.050 -1.673 0.31
H -4.666 -0.616 -1.640 0.32
H -4.189 -2.013 -3.328 0.34
H -3.851 -1.471 -4.990 0.51
H 2.185 3.178 3.016 0.29
H 4.014 3.069 2.441 0.30
H 3.704 0.569 2.870 0.46
H 3.404 1.417 4.299 0.46
H -2.203 -0.464 -0.630 0.29
H -1.738 0.515 -1.900 0.26
H -1.711 -2.368 -4.313 0.43
H -1.399 -0.621 -4.181 0.33
H 0.740 -1.276 -3.230 0.36
H 1.328 -2.442 -1.997 0.33
H -0.881 -2.407 -0.812 0.42
H -0.881 -3.315 -2.247 0.38
```

***

Molecular formula: C20H21N3O4S
Method: DFT, ωB97M-V/def2-TZVPD

The LUMO energy comes out at 0.01818 Ha. Its spin multiplicity is 1. Its structure (SMILES) is CCOc1ccc(/N=C2/NC(=O)[C@H](CC(=O)Nc3ccc(OC)cc3)S2)cc1. For the frontier orbital gap, the calculation gives 8.27 eV. The value obtained for the relative energy (zero: lowest compared OMol25 entry of this formula, charge and spin) is 35.9 kcal/mol.

The geometry in XYZ format:
```
49
Properties=species:S:1:pos:R:3:mulliken_charge:R:1
C -1.339 8.042 2.419 -1.42
C -0.707 7.096 1.410 -0.26
O -0.743 5.795 1.960 -0.36
C -0.221 4.761 1.249 0.61
C -0.294 3.506 1.858 -0.79
C 0.219 2.390 1.240 0.03
C 0.811 2.499 -0.021 -0.02
C 0.854 3.743 -0.642 -0.88
C 0.357 4.867 -0.012 -0.25
H 0.421 5.819 -0.517 0.37
H 1.303 3.823 -1.620 0.43
N 1.297 1.407 -0.721 -0.65
C 1.948 0.453 -0.238 0.48
N 2.321 -0.622 -1.021 -0.07
C 3.041 -1.636 -0.489 0.02
O 3.405 -2.617 -1.094 -0.65
C 3.278 -1.416 0.997 0.24
H 4.349 -1.423 1.216 0.42
C 2.576 -2.522 1.801 -0.99
H 3.106 -3.464 1.650 0.32
H 2.593 -2.258 2.859 0.45
C 1.118 -2.630 1.347 0.43
O 0.245 -1.947 1.834 -0.61
N 0.949 -3.519 0.336 -0.03
C -0.218 -3.820 -0.382 0.30
C -0.102 -4.682 -1.466 -0.92
C -1.208 -5.037 -2.216 -0.40
C -2.460 -4.527 -1.890 0.77
C -2.572 -3.656 -0.805 -0.73
C -1.470 -3.303 -0.058 -0.27
H -1.572 -2.630 0.776 0.53
H -3.547 -3.263 -0.564 0.41
O -3.617 -4.809 -2.553 -0.44
C -3.566 -5.689 -3.648 -0.84
H -2.931 -5.298 -4.450 0.33
H -3.209 -6.681 -3.352 0.33
H -4.590 -5.769 -4.009 0.23
H -1.078 -5.710 -3.049 0.38
H 0.867 -5.081 -1.730 0.33
H 1.777 -3.974 -0.026 0.22
S 2.619 0.232 1.401 -0.10
H 2.031 -0.637 -1.990 0.28
H 0.135 1.423 1.713 0.58
H -0.762 3.435 2.827 0.43
H -1.267 7.122 0.464 0.36
H 0.332 7.394 1.211 0.36
H -1.332 9.057 2.030 0.41
H -2.364 7.741 2.617 0.33
H -0.783 8.013 3.352 0.32
```

***

Molecular formula: C20H21N3O4S
Method: DFT, ωB97M-V/def2-TZVPD

The LUMO energy comes out at -0.00120 Ha. Its spin multiplicity is 1. Its structure (SMILES) is CCOC(=O)[C@@H](C)N1C(=O)S/C(=C/c2cc(C)n(-c3ccccn3)c2C)C1=O. For the frontier orbital gap, the calculation gives 7.79 eV. The value obtained for the relative energy (zero: lowest compared OMol25 entry of this formula, charge and spin) is 25.7 kcal/mol.

The geometry in XYZ format:
```
49
Properties=species:S:1:pos:R:3:mulliken_charge:R:1
C -1.156 -1.961 -3.252 -0.83
C -2.580 -1.435 -3.173 -0.41
H -2.714 -0.552 -3.801 0.36
H -3.287 -2.216 -3.472 0.35
O -2.920 -0.999 -1.853 -0.29
C -3.288 -1.942 -0.988 0.39
O -3.329 -3.117 -1.232 -0.63
C -3.755 -1.336 0.335 0.01
N -3.147 -0.037 0.561 0.23
C -3.940 1.072 0.669 0.69
O -5.135 1.102 0.570 -0.58
S -2.914 2.478 1.000 -0.29
C -1.435 1.507 0.921 0.40
C -0.242 2.079 1.222 -0.83
C 1.089 1.581 1.136 1.23
C 1.703 0.760 0.194 0.09
N 3.020 0.651 0.536 0.43
C 3.267 1.370 1.691 0.92
C 2.112 1.986 2.051 -1.62
H 1.967 2.625 2.899 0.47
C 4.617 1.422 2.308 -1.55
H 5.350 1.825 1.608 0.29
H 4.588 2.057 3.189 0.39
H 4.941 0.423 2.596 0.30
C 4.018 -0.035 -0.177 0.07
N 4.692 -0.956 0.493 -0.47
C 5.648 -1.619 -0.131 -0.44
C 5.983 -1.401 -1.459 -0.45
C 5.291 -0.420 -2.154 -0.54
C 4.292 0.286 -1.507 -0.34
H 3.754 1.079 -2.002 0.50
H 5.533 -0.200 -3.183 0.41
H 6.766 -1.971 -1.930 0.39
H 6.164 -2.358 0.466 0.41
C 1.121 0.124 -1.008 -1.38
H 0.520 0.845 -1.561 0.42
H 1.886 -0.294 -1.657 0.54
H 0.453 -0.680 -0.689 0.19
H -0.305 3.085 1.625 0.35
C -1.769 0.115 0.669 0.74
O -1.009 -0.832 0.625 -0.77
C -3.520 -2.296 1.497 -1.47
H -2.454 -2.422 1.667 0.29
H -3.989 -1.914 2.401 0.41
H -3.951 -3.261 1.246 0.41
H -4.832 -1.145 0.221 0.48
H -1.038 -2.809 -2.583 0.31
H -0.449 -1.187 -2.968 0.01
H -0.946 -2.281 -4.268 0.44
```

***

Molecular formula: C20H21N4O7SSc
Method: DFT, ωB97M-V/def2-TZVPD

The LUMO energy comes out at 0.01100 Ha. Its spin multiplicity is 1. For the frontier orbital gap, the calculation gives 8.28 eV. The value obtained for the relative energy (zero: lowest compared OMol25 entry of this formula, charge and spin) is 10.6 kcal/mol.

The geometry in XYZ format:
```
54
Properties=species:S:1:pos:R:3:mulliken_charge:R:1
Sc -0.519 0.659 -0.762 0.86
O -1.965 1.894 -0.422 -0.58
C -3.252 2.026 -0.678 0.52
C -4.078 2.709 0.222 -0.66
C -5.425 2.862 -0.032 -0.50
C -5.993 2.341 -1.197 -0.88
C -5.183 1.673 -2.091 -0.73
C -3.815 1.509 -1.852 0.58
C -2.964 0.811 -2.821 0.50
N -1.677 0.504 -2.706 0.26
C -1.311 -0.157 -3.868 -0.64
C -2.376 -0.234 -4.695 -0.76
N -3.413 0.378 -4.018 -0.07
H -3.622 3.108 1.119 0.44
H -6.045 3.390 0.682 0.39
H -7.049 2.456 -1.397 0.40
H -5.635 1.266 -2.988 0.28
H -0.311 -0.529 -4.002 0.52
H -2.497 -0.657 -5.675 0.43
H -4.352 0.484 -4.354 0.17
C 4.822 -3.190 3.207 -1.47
C 4.121 -2.477 2.083 0.97
C 2.830 -1.979 2.256 -1.37
C 2.164 -1.345 1.223 0.10
C 2.793 -1.200 -0.011 -0.19
C 4.075 -1.695 -0.209 -0.54
C 4.728 -2.325 0.842 -0.81
S 1.991 -0.409 -1.366 1.80
O 1.503 0.927 -0.838 -0.62
O 2.978 -0.260 -2.394 -0.81
N 0.671 -1.115 -1.748 -0.37
C 0.240 -2.393 -1.180 -0.69
C -0.646 -2.210 0.052 0.73
O -0.941 -3.142 0.757 -0.69
O -1.013 -0.955 0.252 -0.57
H 4.645 -2.696 4.163 0.36
H 5.898 -3.235 3.041 0.38
H 4.458 -4.216 3.300 0.31
H 2.329 -2.109 3.209 0.48
H 1.154 -0.989 1.374 0.55
H 4.553 -1.573 -1.171 0.53
H 5.732 -2.707 0.692 0.36
H 1.062 -3.055 -0.904 0.32
H -0.347 -2.927 -1.929 0.40
N 1.374 1.475 3.729 -0.56
C 1.600 2.565 2.784 -0.41
C 0.701 2.459 1.577 0.71
O 0.681 3.249 0.682 -0.53
O -0.074 1.344 1.556 -0.33
H 2.206 0.925 3.887 0.20
H 0.108 0.863 2.393 0.41
H 1.030 1.802 4.619 0.19
H 2.616 2.551 2.388 0.26
H 1.440 3.550 3.220 0.39
```

***

Molecular formula: C20H21N5O2S
Method: DFT, ωB97M-V/def2-TZVPD

The LUMO energy comes out at 0.02049 Ha. Its spin multiplicity is 1. Its structure (SMILES) is COc1ccc(N/C(N)=N\c2nc(CSc3ccc(C)cc3)cc(=O)[nH]2)cc1. For the frontier orbital gap, the calculation gives 8.64 eV. The value obtained for the relative energy (zero: lowest compared OMol25 entry of this formula, charge and spin) is 0.0 kcal/mol.

The geometry in XYZ format:
```
49
Properties=species:S:1:pos:R:3:mulliken_charge:R:1
C 3.124 2.318 6.139 -0.83
H 4.072 2.512 5.627 0.33
O 2.658 1.014 5.887 -0.46
C 2.374 0.661 4.604 0.85
C 2.512 1.490 3.495 -0.26
C 2.209 1.014 2.233 -0.99
C 1.771 -0.293 2.042 -0.08
C 1.593 -1.109 3.160 -0.13
C 1.898 -0.637 4.419 -0.78
H 1.763 -1.261 5.288 0.43
H 1.177 -2.099 3.052 0.62
N 1.485 -0.698 0.737 0.11
C 1.556 -1.909 0.162 0.49
N 1.158 -2.151 -1.066 -0.60
C 0.694 -1.189 -1.882 0.07
N 0.751 0.097 -1.613 -0.44
C 0.239 0.972 -2.507 0.52
C -0.297 0.587 -3.697 -0.46
C -0.384 -0.809 -4.033 0.08
O -0.885 -1.294 -5.028 -0.71
N 0.162 -1.636 -3.049 0.00
H 0.123 -2.636 -3.197 0.27
H -0.710 1.296 -4.395 0.41
C 0.189 2.383 -2.027 -1.01
H -0.164 3.064 -2.799 0.43
H 1.147 2.717 -1.634 0.48
S -0.965 2.462 -0.583 -0.15
C -2.152 1.272 -1.186 0.41
C -2.932 1.576 -2.290 -0.67
C -3.713 0.593 -2.865 -0.54
C -3.730 -0.698 -2.348 0.89
C -2.985 -0.969 -1.207 -0.79
C -2.199 0.008 -0.623 -0.49
H -1.602 -0.212 0.250 0.45
H -2.999 -1.962 -0.782 0.37
C -4.505 -1.774 -3.041 -1.50
H -3.953 -2.101 -3.923 0.27
H -5.474 -1.404 -3.372 0.38
H -4.655 -2.633 -2.391 0.38
H -4.301 0.823 -3.741 0.39
H -2.907 2.572 -2.708 0.49
N 2.014 -2.979 0.862 -0.44
H 2.630 -2.811 1.640 0.28
H 2.173 -3.805 0.310 0.27
H 1.213 0.023 0.045 0.25
H 2.310 1.666 1.378 0.42
H 2.850 2.509 3.599 0.39
H 3.279 2.372 7.215 0.24
H 2.388 3.072 5.841 0.34
```

***

Ordered HOMO energy results: -5.97; -7.65; -7.78; -7.82; -7.98; -8.08; unit eV.
Ordered calculated total energy results: -1996.81819; -1164.55943; -1638.18043; -1638.19675; -2679.59803; -1597.24550; unit Ha.